No. 1
C47H58N9P2S2Yb as an isolated structure in a non-equilibrium geometry. Source: OMol25; level of theory: the ωB97M-V functional and the def2-TZVPD basis.

The geometry in XYZ format:
```
119
Properties=species:S:1:pos:R:3:lowdin_charge:R:1
Yb -0.16 -0.17 0.11 1.426
C -0.10 -0.12 3.63 -0.198
C -1.05 1.06 3.44 -0.168
N -1.35 1.27 2.02 -0.105
C -1.23 2.69 1.63 -0.200
C 0.23 3.12 1.43 -0.165
N 1.05 2.05 0.81 -0.140
C 2.28 1.74 1.55 -0.206
C 1.93 1.03 2.86 -0.180
N 0.98 -0.08 2.63 -0.103
H -0.65 -1.05 3.47 0.056
H 0.28 -0.13 4.65 0.137
H -0.59 1.96 3.85 0.114
H -1.96 0.88 4.02 0.134
H -2.32 1.02 1.86 0.052
H -1.68 3.34 2.39 0.132
H -1.78 2.84 0.70 0.075
H 0.68 3.40 2.38 0.114
H 0.23 4.01 0.80 0.114
H 1.31 2.36 -0.12 0.044
H 2.86 2.64 1.78 0.131
H 2.88 1.09 0.92 0.086
H 1.48 1.75 3.55 0.108
H 2.85 0.68 3.34 0.127
H 1.48 -0.96 2.72 0.077
C -2.85 -2.27 1.99 -0.326
N -3.40 -1.23 1.13 -0.230
C -3.76 -1.71 -0.22 -0.299
P -2.59 -0.95 -1.45 1.034
C -3.55 0.37 -2.29 -0.359
C -2.92 0.98 -3.38 -0.131
C -3.57 1.94 -4.13 -0.067
C -4.87 2.30 -3.80 -0.060
C -5.51 1.69 -2.74 -0.062
C -4.86 0.72 -1.99 -0.094
C -2.61 -2.12 -2.86 -0.396
C -1.54 -2.08 -3.75 -0.137
C -1.54 -2.87 -4.89 -0.065
C -2.61 -3.72 -5.14 -0.064
C -3.68 -3.76 -4.26 -0.062
C -3.69 -2.96 -3.13 -0.080
C -4.43 -0.43 1.75 -0.269
C -4.55 0.90 1.35 -0.063
C -5.49 1.72 1.95 -0.053
C -6.33 1.22 2.94 -0.066
C -6.24 -0.11 3.30 -0.056
C -5.29 -0.94 2.72 -0.018
P -1.17 -2.77 1.35 1.041
C -1.60 -4.40 0.59 -0.359
C -1.90 -5.49 1.40 -0.076
C -2.26 -6.70 0.85 -0.049
C -2.33 -6.85 -0.53 -0.051
C -2.05 -5.77 -1.35 -0.053
C -1.69 -4.55 -0.80 -0.123
C -0.25 -3.39 2.81 -0.414
C -0.76 -3.46 4.11 -0.107
C 0.04 -3.94 5.14 -0.054
C 1.34 -4.35 4.89 -0.056
C 1.84 -4.31 3.60 -0.060
C 1.05 -3.83 2.56 -0.112
H -3.48 -3.17 2.06 0.106
H -2.74 -1.84 2.99 0.083
H -4.80 -1.44 -0.45 0.092
H -3.69 -2.80 -0.28 0.081
H -1.90 0.72 -3.62 0.095
H -3.06 2.41 -4.96 0.115
H -5.39 3.06 -4.38 0.114
H -6.53 1.95 -2.50 0.112
H -5.39 0.26 -1.17 0.085
H -0.71 -1.40 -3.55 0.077
H -0.72 -2.82 -5.59 0.109
H -2.62 -4.34 -6.03 0.113
H -4.52 -4.42 -4.46 0.116
H -4.56 -2.98 -2.48 0.112
H -3.93 1.28 0.55 0.104
H -5.57 2.76 1.65 0.116
H -7.06 1.86 3.41 0.113
H -6.91 -0.52 4.05 0.114
H -5.23 -1.98 3.01 0.113
H -1.85 -5.39 2.48 0.107
H -2.49 -7.54 1.49 0.117
H -2.59 -7.80 -0.97 0.117
H -2.12 -5.86 -2.43 0.111
H -1.52 -3.71 -1.46 0.056
H -1.77 -3.16 4.32 0.107
H -0.36 -3.99 6.14 0.117
H 1.96 -4.71 5.70 0.115
H 2.84 -4.66 3.39 0.113
H 1.44 -3.82 1.55 0.091
S -1.18 4.07 -2.06 0.691
C -0.98 2.58 -1.57 -1.011
N -0.85 1.46 -1.18 -0.199
C 4.86 -0.85 -4.35 -0.057
N 3.63 -0.64 -3.60 -0.053
C 3.34 0.45 -2.87 -0.783
S 1.79 0.65 -2.21 0.669
N 4.31 1.36 -2.72 -0.020
C 4.17 2.64 -2.05 -0.067
H 4.85 -1.85 -4.76 0.094
H 5.73 -0.76 -3.69 0.090
H 4.96 -0.14 -5.18 0.100
H 2.82 -1.16 -3.89 0.109
H 5.18 1.21 -3.22 0.125
H 3.11 2.90 -1.98 0.046
H 4.68 3.41 -2.63 0.097
H 4.60 2.61 -1.05 0.087
N 0.73 -2.35 -1.38 0.043
C 2.05 -2.33 -0.86 -0.444
C 3.11 -3.03 -1.43 -0.010
C 4.34 -2.98 -0.82 -0.030
C 4.48 -2.25 0.35 -0.031
C 3.37 -1.58 0.84 -0.133
N 2.17 -1.61 0.25 0.034
H 0.19 -3.05 -0.88 0.018
H 0.72 -2.61 -2.36 0.081
H 2.95 -3.62 -2.32 0.124
H 5.19 -3.52 -1.23 0.124
H 5.42 -2.19 0.88 0.118
H 3.44 -1.02 1.76 0.101
```

Calculated values
M = 1048.17 g/mol
Expectation value of S² = 0.751
E_HOMO (spin up / spin down) = -12.48 / -12.48 eV
Total charge = +2
DFT total energy = -4956.0673 Eh
Lowest unoccupied orbital energy (spin up / spin down) = -4.53 / -5.14 eV
Multiplicity = 2

***

No. 2
A 2-piece molecular cluster, C4H9BrN overall in a non-equilibrium geometry. Source: OMol25; level of theory: the ωB97M-V functional and the def2-TZVPD basis.

The geometry in XYZ format:
```
15
Properties=species:S:1:pos:R:3:lowdin_charge:R:1
C 1.17 -0.16 -1.62 -0.040
C 0.65 -1.09 -0.59 -0.049
C -1.19 0.36 1.72 0.110
C 0.14 1.18 0.18 -0.574
N 0.01 0.17 -0.85 -0.186
Br -0.37 3.06 -0.22 0.690
H 2.03 0.56 -1.59 0.165
H 0.88 -0.59 -2.61 0.152
H 0.10 -2.06 -0.92 0.180
H 1.13 -1.06 0.46 0.161
H -0.56 -0.56 2.06 0.074
H -1.37 1.19 2.34 0.008
H -2.03 0.11 1.00 0.055
H 1.09 1.19 0.57 0.040
H -0.91 0.16 -1.36 0.216
```

Calculated values
M = 151.03 g/mol
E_HOMO = -13.75 eV
Total charge = +1
DFT total energy = -2786.1734 Eh
Lowest unoccupied orbital energy = -3.61 eV

***

No. 3
One molecule with the formula C4H3NO in a non-equilibrium geometry. Source: OMol25; level of theory: the ωB97M-V functional and the def2-TZVPD basis.

The geometry in XYZ format:
```
9
Properties=species:S:1:pos:R:3:lowdin_charge:R:1
O -0.96 1.39 -0.61 0.032
C -0.28 0.37 0.04 -0.373
C 1.14 0.30 -0.06 -0.080
C 2.33 0.19 -0.18 0.134
C -0.94 -0.63 0.58 -0.098
N -1.60 -1.64 0.81 0.158
H -1.60 1.77 0.00 0.106
H -1.57 -1.98 -0.17 0.092
H 3.39 0.12 -0.28 0.029
```

Calculated values
M = 81.07 g/mol
E_HOMO = -8.67 eV
DFT total energy = -284.0686 Eh
Structure (SMILES) = C#CC(O)=C=N
Lowest unoccupied orbital energy = 0.46 eV

***

No. 4
A 9-piece molecular cluster, C28H63F9NO28P5 overall in a non-equilibrium geometry. Source: OMol25; level of theory: the ωB97M-V functional and the def2-TZVPD basis.

The geometry in XYZ format:
```
134
Properties=species:S:1:pos:R:3:lowdin_charge:R:1
C -19.41 14.58 6.88 -0.055
N -18.13 14.18 6.23 -0.615
O -17.13 14.89 6.45 -0.207
O -18.20 13.18 5.50 -0.205
H -20.27 14.43 6.22 0.049
H -19.40 15.63 7.18 0.045
H -19.44 13.85 7.69 0.049
C -29.58 13.01 8.95 -0.113
O -29.39 14.30 8.44 -0.226
P -29.98 15.60 9.22 0.537
O -29.62 16.89 8.58 -0.249
O -31.61 15.36 9.32 -0.226
C -32.38 15.85 10.42 -0.116
O -29.45 15.47 10.82 -0.247
C -28.33 16.22 11.30 -0.105
H -28.58 12.88 9.37 0.082
H -29.60 12.26 8.16 0.089
H -30.36 12.92 9.70 0.093
H -32.64 15.01 11.06 0.090
H -33.24 16.45 10.11 0.086
H -31.93 16.60 11.07 0.081
H -28.40 16.67 12.29 0.088
H -28.10 16.99 10.58 0.076
H -27.43 15.61 11.23 0.068
C -20.60 12.50 12.25 -0.133
O -19.23 12.58 12.09 -0.186
P -18.58 12.91 10.70 0.469
O -19.17 12.29 9.51 -0.222
O -18.55 14.56 10.65 -0.230
C -19.70 15.25 10.14 -0.115
O -16.94 12.75 10.90 -0.257
C -16.01 13.35 9.99 -0.089
H -20.84 11.84 13.09 0.085
H -21.11 12.06 11.40 0.076
H -21.05 13.49 12.32 0.092
H -19.33 15.70 9.22 0.075
H -20.05 16.04 10.80 0.071
H -20.57 14.60 9.99 0.072
H -15.35 12.53 9.71 0.089
H -15.64 14.23 10.51 0.093
H -16.50 13.54 9.03 0.080
C -23.22 14.99 16.66 -0.117
O -24.34 15.84 16.41 -0.231
P -24.88 16.23 14.90 0.502
O -24.21 17.42 14.33 -0.245
O -26.52 16.24 15.06 -0.231
C -27.14 17.07 16.11 -0.087
O -24.74 14.83 14.07 -0.235
C -24.95 14.72 12.70 -0.137
H -22.52 15.47 17.34 0.083
H -22.56 14.93 15.80 0.082
H -23.37 13.99 17.06 0.089
H -26.42 17.41 16.85 0.079
H -27.76 16.45 16.75 0.078
H -27.85 17.84 15.81 0.083
H -25.64 13.87 12.69 0.098
H -24.02 14.55 12.16 0.069
H -25.45 15.56 12.22 0.074
C -22.97 17.12 10.16 -0.070
O -23.47 16.69 8.89 -0.264
P -22.92 17.25 7.48 0.514
O -21.59 16.64 7.08 -0.227
O -22.97 18.89 7.70 -0.238
C -24.03 19.54 8.34 -0.139
O -24.19 17.06 6.49 -0.269
C -24.14 17.50 5.11 -0.053
H -23.59 17.90 10.58 0.085
H -21.93 17.45 10.14 0.092
H -23.09 16.17 10.69 0.078
H -23.76 20.09 9.25 0.085
H -24.86 18.84 8.46 0.092
H -24.29 20.44 7.78 0.085
H -23.77 16.71 4.46 0.076
H -23.48 18.36 5.00 0.092
H -25.19 17.65 4.89 0.095
C -22.77 13.15 7.53 -0.097
O -24.05 12.63 7.47 -0.225
P -25.09 12.96 8.68 0.479
O -24.66 13.79 9.82 -0.210
O -26.28 13.67 7.93 -0.214
C -26.23 15.03 7.47 -0.062
O -25.70 11.46 8.97 -0.221
C -26.34 10.83 7.86 -0.096
H -22.95 14.17 7.17 0.077
H -22.06 12.72 6.82 0.095
H -22.32 13.16 8.52 0.093
H -27.13 15.57 7.77 0.076
H -26.15 15.09 6.39 0.085
H -25.42 15.63 7.88 0.057
H -27.43 10.73 7.93 0.083
H -25.86 9.85 7.81 0.092
H -26.09 11.22 6.88 0.063
C -28.62 10.24 4.53 -0.036
C -28.76 8.99 3.58 -0.182
O -28.06 7.93 4.19 0.009
C -28.67 7.17 5.14 -0.300
O -29.78 7.45 5.67 0.106
C -27.83 6.06 5.75 -0.502
F -27.16 6.51 6.81 0.179
F -28.67 5.02 6.14 0.121
F -26.92 5.54 4.91 0.150
H -29.43 10.88 4.20 0.076
H -27.61 10.66 4.56 0.063
H -28.93 10.09 5.57 0.063
H -28.33 9.22 2.61 0.125
H -29.80 8.71 3.44 0.120
C -23.82 10.55 12.95 -0.015
C -24.03 10.90 11.43 -0.215
O -23.09 10.44 10.51 0.038
C -23.23 9.24 10.01 -0.336
O -24.10 8.40 10.37 0.100
C -22.09 8.86 9.02 -0.581
F -22.43 7.86 8.24 0.192
F -21.81 9.89 8.22 0.159
F -21.01 8.57 9.71 0.203
H -23.58 9.50 13.10 0.077
H -24.71 10.74 13.55 0.077
H -23.00 11.19 13.28 0.048
H -24.27 11.94 11.21 0.088
H -24.96 10.47 11.07 0.105
C -23.52 8.88 4.88 -0.037
C -23.01 10.12 5.62 -0.222
O -22.79 11.24 4.80 0.022
C -23.88 11.98 4.47 -0.267
O -25.08 11.62 4.69 0.078
C -23.64 13.45 4.08 -0.601
F -22.35 13.82 4.30 0.159
F -23.94 13.63 2.80 0.169
F -24.44 14.21 4.71 0.217
H -23.28 8.99 3.82 0.084
H -24.60 8.81 4.79 0.057
H -23.28 7.92 5.33 0.076
H -21.95 10.02 5.84 0.131
H -23.54 10.37 6.55 0.103
```

Calculated values
M = 1187.64 g/mol
Expectation value of S² = 0.754
E_HOMO (spin up / spin down) = 0.11 / -3.68 eV
Total charge = -1
DFT total energy = -5871.9545 Eh
Lowest unoccupied orbital energy (spin up / spin down) = 1.60 / 1.60 eV
Multiplicity = 2

***

No. 5
A 2-piece molecular cluster, C10H19ClO6P overall in a non-equilibrium geometry. Source: OMol25; level of theory: the ωB97M-V functional and the def2-TZVPD basis.

The geometry in XYZ format:
```
37
Properties=species:S:1:pos:R:3:lowdin_charge:R:1
C 1.86 -4.63 1.15 -0.077
C 1.11 -3.34 0.65 -0.292
O 2.14 -2.47 0.13 -0.254
P 1.52 -1.22 -0.80 0.642
O 1.86 -1.56 -2.26 -0.360
C -0.33 -1.04 -0.70 -0.256
C -0.81 -0.06 0.46 -0.398
C -1.85 -0.66 1.45 -0.665
Cl -3.18 -1.55 0.52 0.257
O 2.23 0.26 -0.47 -0.228
C 3.25 0.19 0.54 -0.311
C 2.68 0.43 1.99 -0.082
H 2.46 -4.40 2.05 0.069
H 2.55 -4.94 0.33 0.075
H 1.11 -5.42 1.33 0.071
H 0.54 -2.85 1.47 0.109
H 0.39 -3.69 -0.11 0.112
H -0.83 -2.02 -0.69 0.040
H -0.61 -0.55 -1.66 0.090
H -1.18 0.91 0.05 0.061
H 0.09 0.18 1.07 0.050
H -1.28 -1.44 2.03 -0.049
H 3.88 -0.72 0.50 0.105
H 3.93 1.05 0.34 0.112
H 3.53 0.31 2.69 0.071
H 1.91 -0.35 2.20 0.065
H 2.23 1.44 2.01 0.081
C -2.72 3.59 -2.56 -0.138
C -2.84 4.79 -1.66 -0.144
O -3.50 4.27 -0.52 0.050
C -3.26 2.93 -0.48 -0.560
O -3.52 2.22 0.43 0.178
O -2.67 2.51 -1.63 0.054
H -1.83 3.61 -3.18 0.131
H -3.60 3.46 -3.20 0.130
H -1.86 5.18 -1.36 0.130
H -3.42 5.60 -2.11 0.126
```

Calculated values
M = 301.68 g/mol
E_HOMO = -1.73 eV
Total charge = -1
DFT total energy = -1645.4332 Eh
Lowest unoccupied orbital energy = 2.64 eV

***

No. 6
C21H40Cl3N7O3P2Tl as an isolated structure. Source: OMol25; level of theory: the ωB97M-V functional and the def2-TZVPD basis.

The geometry in XYZ format:
```
77
Properties=species:S:1:pos:R:3:lowdin_charge:R:1
Tl -0.03 1.14 -0.80 0.852
C 0.23 0.03 4.52 -0.054
N 0.01 -1.26 3.86 -0.304
C -0.50 -2.33 4.72 -0.077
P 0.35 -1.45 2.30 0.515
O 0.38 -0.23 1.47 -0.427
O -1.00 -2.37 1.76 -0.266
P -1.97 -2.03 0.59 0.468
O -1.41 -1.38 -0.60 -0.335
N -3.38 -1.48 1.14 -0.303
C -3.82 -0.11 0.87 -0.054
C -4.00 -2.12 2.31 -0.054
N -2.36 -3.71 0.10 -0.096
C -3.47 -3.91 -0.80 -0.011
C -1.34 -4.73 0.12 -0.010
N 1.59 -2.46 2.08 -0.284
C 2.05 -2.76 0.73 -0.069
C 2.24 -3.24 3.14 -0.055
H 0.93 -0.09 5.36 0.099
H -0.71 0.42 4.91 0.095
H 0.65 0.75 3.82 0.079
H 0.19 -2.50 5.55 0.098
H -0.61 -3.25 4.16 0.082
H -1.47 -2.04 5.13 0.095
H -3.46 0.20 -0.11 0.074
H -3.47 0.58 1.64 0.098
H -4.91 -0.10 0.85 0.100
H -3.65 -3.15 2.43 0.087
H -5.08 -2.15 2.17 0.103
H -3.77 -1.58 3.23 0.098
H -4.25 -3.17 -0.61 0.101
H -3.85 -4.93 -0.69 0.123
H -3.10 -3.80 -1.83 0.138
H -0.70 -4.61 0.99 0.091
H -0.74 -4.62 -0.79 0.139
H -1.81 -5.72 0.10 0.121
H 1.60 -2.07 0.01 0.072
H 1.80 -3.79 0.45 0.089
H 3.13 -2.65 0.67 0.083
H 2.04 -2.80 4.11 0.076
H 3.32 -3.21 2.98 0.098
H 1.92 -4.28 3.13 0.097
C 5.51 -0.87 -0.43 -0.037
C 5.17 0.51 -1.01 -0.586
C 5.77 1.62 -0.14 -0.027
C 5.66 0.62 -2.46 -0.027
C 3.71 0.66 -1.01 -0.127
N 2.57 0.79 -1.01 0.099
H 6.59 -0.99 -0.42 0.102
H 5.08 -1.67 -1.03 0.090
H 5.16 -0.96 0.60 0.086
H 6.86 1.49 -0.11 0.102
H 5.40 1.58 0.88 0.094
H 5.56 2.61 -0.56 0.094
H 6.74 0.44 -2.48 0.102
H 5.47 1.61 -2.87 0.094
H 5.19 -0.13 -3.10 0.093
N -1.24 4.64 -2.68 0.237
C -2.18 5.40 -2.11 -0.245
C -3.56 5.22 -2.46 0.027
C -4.50 6.02 -1.90 -0.014
C -4.12 7.02 -0.97 0.037
C -2.77 7.20 -0.61 -0.012
C -1.81 6.41 -1.17 0.030
H -1.47 4.02 -3.44 0.138
H -0.26 4.87 -2.56 0.142
H -3.82 4.46 -3.19 0.131
H -5.54 5.91 -2.17 0.132
H -4.88 7.66 -0.54 0.135
H -2.50 7.97 0.09 0.134
H -0.76 6.55 -0.93 0.133
Cl 0.20 -1.41 -6.61 0.658
C 0.26 0.33 -6.30 -1.633
Cl -1.13 1.14 -7.03 0.641
Cl 1.77 1.03 -6.88 0.660
C 0.19 0.53 -4.84 -0.376
N 0.13 0.69 -3.71 0.123
```

Calculated values
M = 811.29 g/mol
E_HOMO (spin up / spin down) = -16.44 / -16.43 eV
Total charge = +3
DFT total energy = -3668.1898 Eh
Lowest unoccupied orbital energy (spin up / spin down) = -10.23 / -10.62 eV

***

No. 7
A 2-piece molecular cluster, C10H15N overall in a non-equilibrium geometry. Source: OMol25; level of theory: the ωB97M-V functional and the def2-TZVPD basis.

The geometry in XYZ format:
```
26
Properties=species:S:1:pos:R:3:lowdin_charge:R:1
C -2.64 1.52 1.44 -0.001
C -1.78 0.55 1.15 -0.227
C -0.59 0.17 1.99 -0.263
C -0.61 -1.27 2.40 -0.182
C -0.57 -1.70 3.66 -0.007
C 0.32 1.61 0.16 0.070
C 0.31 0.95 -0.86 -0.103
C 0.32 0.17 -2.10 -0.170
C 1.62 0.32 -2.87 -0.341
C 2.13 -0.83 -3.65 -0.154
H -3.48 1.74 0.80 0.053
H -2.53 2.11 2.34 0.060
H -1.92 -0.04 0.23 0.108
H -0.55 0.82 2.90 0.129
H 0.32 0.35 1.43 0.047
H -0.65 -1.99 1.58 0.103
H -0.60 -2.77 3.91 0.051
H -0.53 -1.01 4.51 0.058
H 0.32 2.18 1.04 0.065
H -0.52 0.49 -2.74 0.130
H 0.16 -0.88 -1.86 0.116
H 1.82 1.33 -3.23 0.139
H 1.56 -1.76 -3.62 0.105
H 2.69 -0.67 -4.57 0.099
H 2.59 -1.00 -1.65 0.090
N 2.81 -0.39 -2.43 0.024
```

Calculated values
M = 149.24 g/mol
E_HOMO = -9.13 eV
DFT total energy = -444.5926 Eh
Structure (SMILES) = C#CC[C@@H]1CN1.C=CCC=C
Lowest unoccupied orbital energy = 0.87 eV

***

No. 8
A 10-piece molecular cluster, CH24N3O9 overall in a non-equilibrium geometry. Source: OMol25; level of theory: the ωB97M-V functional and the def2-TZVPD basis.

The geometry in XYZ format:
```
37
Properties=species:S:1:pos:R:3:lowdin_charge:R:1
N 0.45 -0.25 -1.63 0.202
C 0.71 -0.65 -2.87 -0.476
N 0.25 -1.81 -3.30 0.227
N 1.48 0.09 -3.66 0.216
H 0.58 0.67 -1.23 0.110
H -0.02 -0.85 -0.98 0.069
H -0.22 -2.47 -2.70 0.087
H 0.69 -2.19 -4.12 0.145
H 1.52 -0.09 -4.65 0.139
H 1.86 0.97 -3.35 0.135
H 2.32 -1.40 -0.68 0.052
H 3.34 -1.14 0.51 0.090
O 2.60 -1.67 0.20 -0.012
H -2.15 3.80 -0.88 0.081
H -0.71 4.34 -0.83 0.063
O -1.23 3.57 -0.90 0.013
H 0.76 4.59 3.17 0.068
H 1.33 3.08 2.98 0.050
O 0.97 3.87 2.58 -0.035
H -0.54 -3.29 -0.26 0.046
H -1.46 -2.25 -0.80 0.028
O -0.92 -3.00 -1.09 -0.035
H -2.75 -0.33 0.54 0.096
H -1.49 -0.96 1.21 0.052
O -1.93 -0.80 0.34 0.065
H 0.96 -3.49 1.78 0.084
H 1.66 -2.13 1.35 -0.032
O 0.86 -2.53 1.68 -0.055
H -0.61 2.48 0.20 0.026
H 0.32 2.36 1.44 0.040
O -0.07 1.83 0.73 -0.055
H -0.32 -1.34 2.57 0.023
H -1.24 -1.36 3.82 0.112
O -1.03 -0.85 3.01 -0.054
H -1.42 1.44 1.46 0.077
H -2.19 0.69 2.63 0.130
O -2.38 1.10 1.74 0.228
```

Calculated values
M = 222.22 g/mol
Expectation value of S² = 0.757
E_HOMO (spin up / spin down) = -17.38 / -17.38 eV
Total charge = +2
DFT total energy = -893.3092 Eh
Lowest unoccupied orbital energy (spin up / spin down) = -5.67 / -12.07 eV
Multiplicity = 2

***

Question: What is the M in the sixth record?
Answer: 811.29 g/mol